i.
{"formula": "C3H6O2", "method": "ωB97M-V/def2-TZVPD", "elements": ["C", "C", "C", "O", "O", "H", "H", "H", "H", "H", "H"], "xyz": [[-0.548, -0.033, 1.325], [0.575, 0.022, 0.304], [0.100, -0.226, -1.098], [-0.341, -1.259, -1.523], [0.250, 0.864, -1.883], [-0.191, 0.307, 2.282], [-0.768, -1.073, 1.605], [-1.452, 0.485, 1.023], [0.961, 1.036, 0.251], [1.367, -0.692, 0.505], [0.046, 0.569, -2.792]], "e_homo_ha": -0.384, "smiles": "CCC(=O)O", "e_lumo_ev": 0.8}

***

ii.
{"formula": "C3H6O2", "method": "ωB97M-V/def2-TZVPD", "elements": ["C", "C", "O", "C", "O", "H", "H", "H", "H", "H", "H"], "xyz": [[0.993, -0.718, -0.029], [0.875, 0.814, 0.128], [-0.441, 1.096, -0.266], [-1.164, -0.039, 0.165], [-0.355, -1.161, -0.106], [1.530, -1.014, -0.941], [1.495, -1.134, 0.838], [1.562, 1.409, -0.490], [1.046, 1.038, 1.196], [-2.052, -0.138, -0.435], [-1.443, 0.016, 1.231]], "e_homo_ha": -0.371, "smiles": "C1COCO1", "e_lumo_ev": 1.0}

***

Structures ranked by computed energy, the most stable listed first: i, ii.

***

i.
{"formula": "C3H6O2", "method": "ωB97M-V/def2-TZVPD", "elements": ["O", "C", "C", "C", "O", "H", "H", "H", "H", "H", "H"], "xyz": [[0.342, 1.053, -1.820], [0.888, 0.405, -0.950], [0.211, 0.190, 0.328], [-0.451, -0.402, 1.513], [-1.126, 0.412, 0.553], [1.940, 0.078, -0.970], [0.978, 1.165, 0.400], [-0.274, 0.114, 2.459], [-0.829, -1.426, 1.618], [-0.798, -0.465, -1.732], [-0.882, -1.125, -1.398]], "e_homo_ha": -0.361, "smiles": "O=C[C@@H]1CO1.[H][H]", "e_lumo_ev": 0.7}

***

ii.
{"formula": "C3H6O2", "method": "ωB97M-V/def2-TZVPD", "elements": ["O", "C", "C", "C", "O", "H", "H", "H", "H", "H", "H"], "xyz": [[-1.669, -0.413, -0.321], [-0.952, 0.747, 0.030], [0.542, 0.464, 0.075], [1.051, -0.852, 0.418], [1.005, -0.462, -0.944], [-1.199, -0.793, -1.081], [-1.131, 1.565, -0.683], [-1.318, 1.073, 1.010], [1.292, 1.227, -0.046], [0.330, -1.627, 0.653], [2.037, -0.962, 0.853]], "e_homo_ha": -0.380, "smiles": "OC[C@H]1CO1", "e_lumo_ev": 1.1}

***

iii.
{"formula": "C3H6O2", "method": "ωB97M-V/def2-TZVPD", "elements": ["C", "C", "O", "C", "O", "H", "H", "H", "H", "H", "H"], "xyz": [[1.329, -0.929, -1.021], [0.380, 0.658, 0.390], [0.213, -0.489, -0.228], [-0.959, 1.037, 0.952], [-1.999, 0.095, 0.927], [2.241, -0.920, -0.424], [1.433, -0.254, -1.871], [1.093, -1.935, -1.370], [-1.196, 1.928, 0.332], [-0.832, 1.426, 1.970], [-1.703, -0.616, 0.344]], "e_homo_ha": -0.327, "e_lumo_ev": 0.9}

***

iv.
{"formula": "C3H6O2", "method": "ωB97M-V/def2-TZVPD", "elements": ["C", "C", "O", "C", "O", "H", "H", "H", "H", "H", "H"], "xyz": [[1.864, -0.402, 0.014], [0.464, 0.144, -0.014], [0.194, 1.321, -0.027], [-0.702, -0.799, -0.063], [-1.898, -0.083, 0.063], [2.018, -1.348, -0.477], [2.095, -0.593, 1.081], [2.550, 0.385, -0.305], [-0.630, -1.257, -1.038], [-0.579, -1.577, 0.749], [-1.579, 0.829, 0.082]], "e_homo_ha": -0.382, "smiles": "CC(=O)CO", "e_lumo_ev": 0.8}

***

Structures ranked by computed energy, the most stable listed first: iv, ii, iii, i.

***

i.
{"formula": "C2H6N4", "method": "ωB97M-V/def2-TZVPD", "elements": ["C", "C", "N", "N", "N", "N", "H", "H", "H", "H", "H", "H"], "xyz": [[0.552, -1.038, -0.201], [1.004, 0.314, 0.210], [-1.631, -0.196, 0.173], [-0.860, -1.220, 0.074], [-1.331, 1.012, 0.062], [-0.028, 1.155, -0.368], [0.827, -1.020, -1.304], [1.008, -1.907, 0.261], [1.045, 0.457, 1.402], [1.972, 0.696, -0.195], [-2.624, -0.412, 0.429], [0.068, 2.158, -0.544]], "e_homo_ha": -0.278, "e_lumo_ev": 1.0}

***

ii.
{"formula": "C2H6N4", "method": "ωB97M-V/def2-TZVPD", "elements": ["H", "N", "C", "N", "N", "N", "C", "H", "H", "H", "H", "H"], "xyz": [[0.712, -0.511, -1.546], [-0.203, -0.074, -1.593], [-0.530, 0.422, -0.456], [-1.632, 1.262, -0.347], [0.129, 0.372, 0.785], [1.237, -0.395, 1.046], [1.233, -1.596, 0.606], [-2.159, 1.301, -1.208], [-2.198, 1.102, 0.485], [0.231, 1.288, 1.207], [0.414, -2.037, 0.036], [2.068, -2.250, 0.884]], "e_homo_ha": -0.336, "smiles": "[H]/N=C(/N)NN=C", "e_lumo_ev": 1.0}

***

Structures ranked by computed energy, the most stable listed first: ii, i.

***

i.
{"formula": "C2H6N4", "method": "ωB97M-V/def2-TZVPD", "elements": ["C", "C", "N", "N", "N", "N", "H", "H", "H", "H", "H", "H"], "xyz": [[2.045, -1.573, 0.706], [-0.260, 0.072, 1.155], [2.743, -1.825, 1.589], [-0.447, 0.472, -1.102], [1.369, -1.203, -0.328], [-0.297, -0.461, -0.189], [-1.286, 0.191, 1.504], [0.248, -0.632, 1.813], [0.259, 1.038, 1.208], [-0.592, 0.133, -2.040], [0.057, 1.353, -1.016], [1.216, -1.907, -1.037]], "e_homo_ha": -0.328, "e_lumo_ev": 0.5}

***

ii.
{"formula": "C2H6N4", "method": "ωB97M-V/def2-TZVPD", "elements": ["N", "N", "N", "C", "C", "N", "H", "H", "H", "H", "H", "H"], "xyz": [[-1.932, -0.124, 0.432], [-0.979, 0.177, -0.518], [-0.334, 1.497, -0.218], [0.905, 1.213, 0.036], [1.230, -0.274, 0.184], [0.048, -0.843, -0.547], [-1.460, -0.691, 1.036], [-2.691, -0.617, 0.022], [1.609, 1.919, 0.195], [2.040, -0.555, -0.407], [1.195, -0.574, 1.243], [0.368, -1.129, -1.459]], "e_homo_ha": -0.326, "smiles": "NN1N=CCN1", "e_lumo_ev": 0.9}

***

Structures ranked by computed energy, the most stable listed first: i, ii.

***

i.
{"formula": "C11H62CdF6N2O27S2", "method": "ωB97M-V/def2-TZVPD", "elements": ["Cd", "C", "F", "F", "F", "S", "O", "O", "N", "S", "O", "O", "C", "F", "F", "F", "C", "C", "C", "C", "C", "C", "N", "O", "C", "C", "C", "H", "H", "H", "H", "H", "H", "H", "H", "H", "H", "H", "H", "H", "H", "H", "H", "H", "H", "O", "H", "H", "O", "H", "H", "O", "H", "H", "O", "H", "H", "O", "H", "H", "O", "H", "H", "O", "H", "H", "O", "H", "H", "O", "H", "H", "O", "H", "H", "O", "H", "H", "O", "H", "H", "O", "H", "H", "O", "H", "H", "O", "H", "H", "O", "H", "H", "O", "H", "H", "O", "H", "H", "O", "H", "H", "O", "H", "H", "O", "H", "H", "O", "H", "H"], "xyz": [[-1.087, -3.514, 1.251], [-3.255, -0.651, -4.645], [-3.841, -0.320, -5.756], [-1.954, -0.536, -4.763], [-3.763, 0.059, -3.652], [-3.639, -2.586, -4.199], [-2.915, -2.833, -2.956], [-5.099, -2.681, -4.145], [-2.895, -3.469, -5.526], [-3.644, -4.810, -5.379], [-3.780, -5.368, -4.034], [-4.873, -4.782, -6.141], [-2.231, -5.969, -6.217], [-1.004, -5.716, -5.639], [-2.529, -7.299, -6.014], [-2.037, -5.849, -7.546], [1.724, -0.226, 2.843], [0.800, 0.397, 1.739], [1.592, 1.656, 1.369], [1.064, 2.343, 0.072], [0.825, 1.332, -1.121], [-0.017, 0.106, -0.725], [0.573, -0.442, 0.544], [0.270, -1.750, 0.809], [0.191, -0.948, -1.928], [-1.532, 0.538, -0.499], [-0.561, 0.796, 2.445], [1.223, -0.971, 3.460], [2.026, 0.514, 3.584], [2.553, -0.768, 2.387], [2.627, 1.509, 1.061], [1.671, 2.414, 2.148], [1.640, 3.250, -0.114], [0.080, 2.759, 0.290], [1.717, 1.189, -1.730], [0.183, 1.892, -1.802], [-0.294, -1.923, -1.909], [1.231, -1.215, -2.116], [-0.029, -0.400, -2.844], [-1.599, 1.576, -0.173], [-2.109, -0.028, 0.232], [-2.156, 0.390, -1.381], [-0.442, 1.192, 3.454], [-1.222, -0.056, 2.288], [-1.164, 1.499, 1.872], [0.763, 2.409, 5.530], [1.031, 2.917, 6.296], [1.564, 2.311, 5.015], [3.028, -2.919, 0.050], [2.210, -2.452, -0.121], [2.830, -3.483, 0.798], [-0.739, 4.813, 3.791], [-0.139, 5.237, 3.177], [-0.287, 4.010, 4.052], [2.475, -3.716, 3.743], [3.210, -3.104, 3.759], [2.659, -4.331, 4.454], [-2.626, 4.487, 0.725], [-3.007, 5.336, 0.950], [-1.726, 4.535, 1.046], [4.684, -2.171, 3.391], [4.911, -1.244, 3.315], [5.435, -2.633, 3.018], [-0.306, -3.822, 3.118], [0.622, -3.815, 3.352], [-0.728, -3.292, 3.794], [3.775, 2.330, 4.742], [4.591, 1.984, 5.103], [4.053, 3.001, 4.119], [-2.351, -3.121, -0.361], [-2.150, -2.962, -1.283], [-3.284, -3.336, -0.353], [1.744, 4.548, -2.510], [1.408, 5.380, -2.844], [1.007, 4.167, -2.033], [-2.505, 1.553, 5.520], [-2.252, 0.629, 5.539], [-1.778, 2.009, 5.945], [-0.132, -0.253, 6.456], [0.566, 0.215, 5.998], [-0.475, 0.382, 7.084], [-3.919, -0.191, 2.018], [-4.760, 0.006, 1.605], [-3.361, 0.553, 1.791], [-1.142, 4.247, -2.281], [-1.816, 4.698, -2.790], [-1.591, 3.970, -1.482], [-0.140, -2.432, -5.016], [-0.807, -3.098, -5.180], [-0.599, -1.600, -5.128], [3.166, 0.134, -4.412], [2.766, 0.945, -4.099], [2.574, -0.176, -5.098], [3.953, -0.293, -0.704], [3.166, 0.217, -0.899], [3.630, -1.059, -0.229], [3.530, 0.516, 7.112], [3.427, 0.715, 6.182], [2.725, 0.840, 7.517], [0.672, 0.712, -5.864], [0.215, 0.944, -6.672], [0.309, 1.304, -5.205], [3.482, 2.793, -3.482], [2.843, 3.341, -3.026], [4.252, 2.797, -2.913], [-1.889, 3.150, -4.592], [-1.499, 2.827, -3.780], [-2.561, 3.769, -4.305], [-2.245, -2.199, 2.425], [-1.730, -1.620, 2.987], [-3.049, -1.710, 2.249]], "e_homo_ha": -0.252, "e_lumo_ev": -1.9}

***

ii.
{"formula": "C11H62CdF6N2O27S2", "method": "ωB97M-V/def2-TZVPD", "elements": ["Cd", "C", "F", "F", "F", "S", "O", "O", "N", "S", "O", "O", "C", "F", "F", "F", "C", "C", "C", "C", "C", "C", "N", "O", "C", "C", "C", "H", "H", "H", "H", "H", "H", "H", "H", "H", "H", "H", "H", "H", "H", "H", "H", "H", "H", "O", "H", "H", "O", "H", "H", "O", "H", "H", "O", "H", "H", "O", "H", "H", "O", "H", "H", "O", "H", "H", "O", "H", "H", "O", "H", "H", "O", "H", "H", "O", "H", "H", "O", "H", "H", "O", "H", "H", "O", "H", "H", "O", "H", "H", "O", "H", "H", "O", "H", "H", "O", "H", "H", "O", "H", "H", "O", "H", "H", "O", "H", "H", "O", "H", "H"], "xyz": [[3.662, -1.965, 5.473], [1.961, -7.645, 5.268], [0.840, -7.149, 4.711], [1.732, -9.007, 5.385], [3.010, -7.358, 4.534], [2.114, -6.870, 7.016], [1.350, -7.683, 7.939], [3.545, -6.786, 7.309], [1.552, -5.198, 6.771], [-0.012, -5.251, 7.142], [-0.778, -4.083, 6.672], [-0.711, -6.569, 6.930], [0.028, -4.973, 9.090], [0.034, -6.147, 9.708], [1.136, -4.281, 9.363], [-1.045, -4.338, 9.467], [1.431, 1.093, -1.363], [0.157, 0.993, -0.429], [-1.018, 1.418, -1.327], [-1.387, 0.347, -2.385], [-1.955, -0.862, -1.611], [-0.857, -1.531, -0.703], [-0.123, -0.446, 0.097], [0.920, -0.991, 1.000], [0.114, -2.258, -1.676], [-1.654, -2.544, 0.184], [0.356, 2.056, 0.675], [2.326, 0.965, -0.753], [1.414, 2.004, -1.960], [1.527, 0.210, -1.995], [-0.893, 2.341, -1.892], [-1.874, 1.708, -0.717], [-0.425, 0.242, -2.887], [-2.153, 0.724, -3.063], [-2.390, -1.596, -2.289], [-2.803, -0.654, -0.958], [0.798, -2.948, -1.182], [0.655, -1.593, -2.350], [-0.596, -2.806, -2.295], [-1.919, -3.391, -0.448], [-2.649, -2.248, 0.516], [-0.996, -2.890, 0.982], [1.250, 1.747, 1.216], [-0.436, 2.150, 1.419], [0.566, 3.032, 0.237], [-2.301, 5.532, -8.096], [-1.532, 5.175, -7.652], [-1.946, 6.171, -8.714], [1.919, 3.904, -7.443], [2.265, 3.395, -6.710], [2.330, 4.764, -7.353], [3.138, 8.808, 3.204], [3.143, 9.561, 3.795], [4.060, 8.570, 3.111], [-0.852, -7.823, -6.891], [-0.641, -7.366, -7.705], [-1.648, -7.394, -6.575], [4.919, 8.986, -1.567], [4.993, 9.906, -1.313], [4.323, 8.606, -0.921], [-7.955, -2.343, 2.422], [-8.267, -1.488, 2.128], [-7.019, -2.339, 2.223], [5.940, 0.884, 4.132], [6.279, 0.964, 3.241], [6.363, 1.594, 4.615], [4.699, -5.632, -5.457], [5.023, -5.695, -6.355], [4.471, -4.709, -5.348], [1.327, 0.455, 6.723], [0.487, 0.337, 6.280], [1.255, 1.310, 7.150], [-2.896, 1.440, -9.299], [-2.749, 2.374, -9.151], [-2.401, 1.243, -10.094], [6.091, -4.016, 3.642], [6.054, -3.991, 2.686], [6.911, -4.467, 3.840], [-7.218, 4.530, -1.669], [-7.188, 4.054, -2.499], [-7.261, 3.845, -1.002], [-3.788, 0.486, 3.410], [-3.292, 0.236, 2.631], [-3.458, -0.089, 4.100], [-0.887, 9.712, 0.859], [-1.519, 9.033, 1.094], [-0.086, 9.464, 1.320], [-7.385, 3.542, -6.275], [-8.101, 4.013, -6.701], [-6.605, 3.794, -6.769], [9.006, 0.508, 1.126], [9.716, 0.180, 1.678], [8.557, -0.280, 0.820], [5.228, -2.079, -0.674], [5.187, -1.447, -1.391], [4.333, -2.118, -0.336], [5.384, -0.777, -6.230], [5.256, -0.695, -7.175], [6.103, -0.178, -6.033], [-3.489, 6.586, 3.036], [-3.611, 5.677, 2.763], [-3.454, 6.547, 3.992], [-8.870, -4.802, -4.588], [-8.224, -4.114, -4.747], [-8.436, -5.404, -3.984], [0.907, 5.206, 7.456], [0.612, 5.967, 6.956], [1.137, 5.558, 8.316], [-6.878, -1.221, -6.382], [-5.946, -1.007, -6.351], [-7.319, -0.414, -6.116]], "e_homo_ha": -0.287, "e_lumo_ev": -5.4}

***

Structures ranked by computed energy, the most stable listed first: i, ii.

***

i.
{"formula": "C2H2NO2S2", "method": "ωB97M-V/def2-TZVPD", "elements": ["C", "C", "N", "O", "O", "S", "S", "H", "H"], "xyz": [[-0.846, 1.555, 0.015], [1.524, -0.550, 0.088], [0.252, -0.482, 0.015], [-0.743, 1.752, -1.116], [-1.008, 1.629, 1.154], [-0.756, -1.763, -0.201], [-2.596, -1.044, -0.171], [2.072, 0.373, 0.220], [2.101, -1.470, -0.003]], "charge": -1, "e_homo_ha": -0.087, "e_lumo_ev": 3.7}

***

ii.
{"formula": "C2H2NO2S2", "method": "ωB97M-V/def2-TZVPD", "elements": ["C", "C", "N", "O", "O", "S", "S", "H", "H"], "xyz": [[-1.055, 0.092, 0.050], [0.099, -0.162, 1.078], [-0.669, 0.340, -1.172], [-2.203, 0.020, 0.468], [1.299, -0.398, -2.549], [1.711, 0.243, 0.421], [0.834, 0.635, -1.619], [-0.090, 0.447, 1.963], [0.076, -1.217, 1.360]], "charge": -1, "e_homo_ha": -0.169, "e_lumo_ev": 3.5}

***

Structures ranked by computed energy, the most stable listed first: ii, i.

***

i.
{"formula": "CH4ClN2O", "method": "ωB97M-V/def2-TZVPD", "elements": ["N", "C", "Cl", "N", "O", "H", "H", "H", "H"], "xyz": [[0.366, -1.574, 0.042], [-0.312, -0.424, 0.141], [-2.042, -0.563, 0.287], [0.255, 0.851, -0.045], [-0.594, 1.928, 0.050], [1.255, -1.544, -0.475], [-0.087, -2.443, 0.277], [1.226, 1.114, -0.435], [-0.066, 2.655, 0.159]], "charge": 1, "e_homo_ha": -0.556, "smiles": "N/C(Cl)=[NH+]/O", "e_lumo_ev": -4.8}

***

ii.
{"formula": "CH4ClN2O", "method": "ωB97M-V/def2-TZVPD", "elements": ["N", "C", "N", "O", "Cl", "H", "H", "H", "H"], "xyz": [[-0.204, 1.244, 0.160], [0.101, -0.298, 0.013], [-0.924, -1.106, -0.105], [1.307, -0.759, -0.016], [2.719, 0.286, -0.093], [-1.030, 1.602, -0.346], [0.524, 1.802, 0.610], [-1.812, -0.710, -0.309], [-0.681, -2.062, 0.086]], "charge": 1, "e_homo_ha": -0.577, "smiles": "NC(=[NH2+])OCl", "e_lumo_ev": -6.4}

***

Structures ranked by computed energy, the most stable listed first: i, ii.

***

i.
{"formula": "C2H6Se", "method": "ωB97M-V/def2-TZVPD", "elements": ["C", "Se", "C", "H", "H", "H", "H", "H", "H"], "xyz": [[1.443, -0.543, -0.024], [0.676, 1.267, -0.044], [-1.585, 0.537, -0.034], [0.685, -1.206, 0.454], [1.589, -0.764, -1.020], [2.396, -0.505, 0.633], [-1.820, 0.745, 1.055], [-2.192, 0.967, -0.770], [-1.191, -0.498, -0.250]], "e_homo_ha": -0.304, "smiles": "C[Se]C", "e_lumo_ev": 0.4}

***

ii.
{"formula": "C2H6Se", "method": "ωB97M-V/def2-TZVPD", "elements": ["C", "C", "Se", "H", "H", "H", "H", "H", "H"], "xyz": [[1.103, 0.373, 0.652], [-0.319, -0.728, -0.312], [-1.978, 0.197, -0.183], [1.818, 0.626, -0.091], [0.588, 1.232, 1.040], [1.511, -0.287, 1.315], [-0.479, -1.584, 0.347], [0.172, -0.690, -1.392], [-2.417, 0.861, -1.376]], "e_homo_ha": -0.303, "e_lumo_ev": 0.9}

***

iii.
{"formula": "C2H6Se", "method": "ωB97M-V/def2-TZVPD", "elements": ["C", "C", "Se", "H", "H", "H", "H", "H", "H"], "xyz": [[-0.513, 0.071, 0.710], [0.937, 0.412, 0.549], [2.218, -0.801, 0.230], [-0.883, 0.950, 0.182], [-0.790, -0.845, 0.203], [-0.805, 0.279, 1.792], [-0.415, -0.746, -1.823], [1.078, 1.449, 0.686], [-0.827, -0.767, -2.529]], "e_homo_ha": -0.310, "e_lumo_ev": -0.5}

***

Structures ranked by computed energy, the most stable listed first: i, iii, ii.